(1)
Below is a structure of composition C21H29N5ORu, with properties calculated with ωB97M-V/def2-TZVPD.

Geometry as ORCA input:
```
! wB97M-V def2-TZVPD RIJCOSX def2/J DEFGRID3
* xyz 4 5
Ru -0.678 3.278 -0.590
C 1.960 2.985 -2.534
C 2.320 3.250 -1.111
C 3.644 3.428 -0.709
C 3.931 3.684 0.614
C 2.894 3.756 1.554
C 1.607 3.581 1.124
N 1.326 3.341 -0.203
C 0.416 3.634 1.995
C 0.364 3.878 3.349
C -0.884 3.900 3.977
C -2.066 3.680 3.268
C -1.986 3.438 1.914
N -0.755 3.425 1.333
C -3.089 3.177 0.968
C -4.414 3.148 1.308
C -5.356 2.877 0.309
C -4.937 2.627 -0.983
C -3.581 2.655 -1.289
C -3.062 2.340 -2.655
N -2.678 2.950 -0.326
H 2.636 2.250 -2.970
H 2.048 3.898 -3.129
H 0.941 2.596 -2.650
H 4.434 3.365 -1.446
H 4.957 3.824 0.933
H 3.114 3.947 2.595
H 1.265 4.055 3.920
H -0.935 4.093 5.042
H -3.019 3.701 3.777
H -4.736 3.331 2.323
H -6.410 2.858 0.554
H -5.654 2.408 -1.763
H -3.851 2.404 -3.401
H -2.670 1.320 -2.684
H -2.271 3.029 -2.971
O -0.734 5.140 -1.787
H -0.230 5.941 -1.562
H -1.353 5.390 -2.496
C 2.800 -7.438 0.944
C 1.658 -7.561 -0.067
C 0.297 -7.486 0.604
C 1.803 -8.831 -0.911
N 1.810 -6.428 -1.025
N 0.923 -5.469 -1.232
H 2.771 -8.299 1.610
H 2.704 -6.534 1.545
H 3.772 -7.439 0.449
H 0.224 -8.315 1.305
H -0.525 -7.606 -0.106
H 0.170 -6.571 1.187
H 1.700 -9.695 -0.256
H 2.787 -8.890 -1.379
H 1.033 -8.893 -1.680
H 2.633 -6.407 -1.619
H 0.022 -5.641 -0.801
H 0.909 -5.075 -2.165
*
```

Values from the calculation:
HOMO-LUMO gap (spin up / spin down) ... 5.4452 / 5.6029 eV
⟨S²⟩ ... 6.02
Total energy ... -1260.0522 Ha
LUMO energy (spin up / spin down) ... -12.845 / -14.545 eV

These are the Mulliken partial charges, in e, on atoms 1 to 5: number 1, Ru, carries 1.120; number 2, C, carries -1.357; number 3, C, carries 0.836; number 4, C, carries -0.633; number 5, C, carries -0.597

(2)
Below is a structure of composition C10H17ClINOPSTi, with properties calculated with ωB97M-V/def2-TZVPD.

Geometry as ORCA input:
```
! wB97M-V def2-TZVPD RIJCOSX def2/J DEFGRID3
* xyz 2 2
C -0.186 -3.896 -2.081
I 1.776 -2.611 -1.851
H -1.112 -3.342 -1.803
H 0.016 -4.808 -1.487
H -0.138 -4.131 -3.148
Ti 0.043 -1.203 -0.511
P 0.012 0.831 -2.076
C 1.498 1.444 -2.922
C -1.258 0.586 -3.328
H -1.434 2.233 -0.742
H -0.700 3.113 -2.123
H 0.269 2.780 -0.655
C -0.516 2.392 -1.313
H -2.221 0.423 -2.828
H -1.294 1.492 -3.951
H 1.194 2.209 -3.662
H 2.026 0.629 -3.437
H -1.013 -0.290 -3.941
H 2.186 1.906 -2.194
C 1.485 0.274 -0.034
O 2.413 1.000 0.033
Cl -2.236 -1.187 -0.470
S 0.649 -2.102 1.604
C 0.340 -0.861 2.827
N -0.948 -0.851 3.300
C -1.373 0.013 4.265
C -0.499 0.992 4.695
C 0.806 1.043 4.199
C 1.245 0.095 3.279
H -1.583 -1.565 2.914
H -2.381 -0.155 4.628
H -0.829 1.702 5.436
H 1.509 1.803 4.525
H 2.252 0.045 2.854
*
```

Values from the calculation:
HOMO-LUMO gap (spin up / spin down) ... 7.8358 / 8.0186 eV
⟨S²⟩ ... 0.76
Total energy ... -2867.6383 Ha
LUMO energy (spin up / spin down) ... -7.678 / -7.901 eV

These are the Mulliken partial charges, in e, on atoms 1 to 5: number 1, C, carries -0.799; number 2, I, carries 0.147; number 3, H, carries 0.326; number 4, H, carries 0.384; number 5, H, carries 0.358

(3)
Below is a cluster of 2 separate species, CCl2FNO in total, with properties calculated with ωB97M-V/def2-TZVPD.

Geometry as ORCA input:
```
! wB97M-V def2-TZVPD RIJCOSX def2/J DEFGRID3
* xyz 0 3
C 0.890 -0.098 0.145
N -1.460 -0.392 -0.178
O -1.694 0.563 -0.791
F 1.087 0.040 1.464
Cl 0.958 1.419 -0.656
Cl 1.884 -1.388 -0.437
*
```

Values from the calculation:
HOMO-LUMO gap (spin up / spin down) ... 8.6568 / 10.3057 eV
⟨S²⟩ ... 2.01
Total energy ... -1188.1981 Ha
LUMO energy (spin up / spin down) ... 0.110 / -1.696 eV

These are the Mulliken partial charges, in e, on atoms 1 to 5: number 1, C, carries 0.423; number 2, N, carries 0.102; number 3, O, carries -0.182; number 4, F, carries -0.169; number 5, Cl, carries -0.079

(4)
Below is a structure of composition C21H30Cl3N2OSSi3Zr, with properties calculated with ωB97M-V/def2-TZVPD.

Geometry as ORCA input:
```
! wB97M-V def2-TZVPD RIJCOSX def2/J DEFGRID3
* xyz 1 1
Zr 0.811 0.167 0.009
Cl 6.758 3.933 -0.421
C 5.130 3.381 -0.375
C 4.814 2.146 -0.917
C 3.498 1.737 -0.855
Cl 3.005 0.200 -1.540
C 2.480 2.484 -0.268
O 1.226 2.023 -0.229
C 2.845 3.727 0.264
Cl 1.612 4.664 1.010
C 4.151 4.174 0.209
H 5.571 1.520 -1.367
H 4.412 5.137 0.625
C -0.406 1.322 -2.483
Si -1.841 1.354 -1.182
C -3.505 1.132 -2.034
C -1.839 3.038 -0.339
C -1.377 -0.087 -0.044
Si -1.734 0.035 1.813
C -3.550 0.286 2.227
C -1.058 -1.543 2.628
C -0.693 1.479 2.511
Si -1.534 -1.764 -0.846
C -1.227 -1.816 -2.721
C -3.069 -2.777 -0.459
C 0.048 -2.736 -0.316
C 0.085 -4.112 -0.140
C 1.286 -4.757 0.099
C 2.449 -4.001 0.155
C 2.361 -2.640 -0.031
N 1.194 -2.007 -0.267
H 0.149 2.259 -2.471
H -0.773 1.175 -3.498
H 0.304 0.501 -2.277
H -3.724 1.986 -2.678
H -4.298 1.069 -1.286
H -3.552 0.228 -2.645
H -1.945 3.821 -1.093
H -0.920 3.230 0.210
H -2.681 3.138 0.351
H -4.173 -0.490 1.778
H -3.901 1.251 1.855
H -3.712 0.266 3.306
H -1.665 -2.425 2.407
H -1.042 -1.430 3.714
H -0.032 -1.754 2.317
H -1.318 2.337 2.762
H 0.068 1.834 1.808
H -0.175 1.170 3.419
H -1.913 -1.183 -3.287
H -1.366 -2.840 -3.075
H -0.208 -1.526 -2.984
H -3.965 -2.189 -0.667
H -3.110 -3.075 0.591
H -3.117 -3.678 -1.072
H -0.842 -4.668 -0.198
H 1.317 -5.830 0.241
H 3.412 -4.453 0.345
H 3.251 -2.028 0.016
S 3.448 -1.708 3.281
C 2.615 -0.715 2.397
N 1.967 0.027 1.716
*
```

Values from the calculation:
HOMO-LUMO gap ... 7.9386 eV
Total energy ... -3697.2724 Ha
LUMO energy ... -3.679 eV

These are the Mulliken partial charges, in e, on atoms 1 to 5: number 1, Zr, carries -2.040; number 2, Cl, carries -0.186; number 3, C, carries 0.371; number 4, C, carries -0.972; number 5, C, carries 1.477